ORCA calculation (wB97M-V/def2-TZVPD) on 17 unconnected molecules or ions with the total composition C20H70F3N32O18 in a non-equilibrium geometry.

The geometry in XYZ format:
```
143
Properties=species:S:1:pos:R:3:forces:R:3:mulliken_charge:R:1
C 1.693 0.332 -0.374 0.2233 2.2869 -1.5482 0.43
O 0.235 0.508 -0.523 0.0400 -1.6468 0.6368 2.80
O 2.150 1.275 0.465 -0.0912 -1.5229 0.1484 1.32
C 2.202 -1.152 -0.247 -1.6376 -1.2340 0.4943 0.54
F 3.403 -1.335 -0.773 0.0727 0.4803 0.0765 -0.35
F 2.209 -1.591 1.018 0.6412 0.4064 0.6984 -0.40
F 1.385 -2.127 -0.832 0.4346 1.2629 -0.2290 0.37
C -0.577 -0.505 0.045 -2.2105 0.8962 0.8718 -1.16
C -1.891 0.198 0.471 0.9024 0.0894 -0.2031 1.14
H -2.360 -0.432 1.227 -0.6281 0.0208 -0.3923 0.45
H -1.717 1.185 0.897 0.2731 -0.1020 0.3005 -0.61
H -2.451 0.402 -0.443 -0.4444 -0.3677 0.2756 -1.02
H -0.179 -0.990 0.938 0.5697 0.1132 -0.1976 0.80
H -0.906 -1.261 -0.672 0.6435 -0.1405 -0.1263 0.06
H 1.882 0.567 -1.430 1.1041 -0.2282 -0.1484 -1.18
C -1.926 -3.881 -2.886 0.6864 -1.1414 -1.2767 0.02
O -1.024 -3.246 -2.339 -0.4875 -0.1876 0.1334 -0.29
N -1.805 -5.185 -3.287 0.4504 0.5784 0.3014 -0.48
N -3.114 -3.371 -3.226 -0.0858 1.5673 0.9954 -0.26
H -0.875 -5.566 -3.285 -0.3149 -0.5201 0.1784 0.20
H -2.664 -5.693 -3.374 0.4192 -0.6158 -0.1606 0.16
H -3.751 -3.838 -3.841 0.1007 0.1568 -0.1870 0.19
H -3.172 -2.373 -2.998 -0.7847 -0.2799 -0.4512 0.22
C 2.811 -2.897 -3.596 -0.6275 -0.3907 -1.3593 0.62
O 3.580 -2.327 -4.361 0.0223 -0.1638 0.6166 -0.73
N 3.115 -4.004 -2.858 1.5655 -1.1485 0.9153 -0.30
N 1.491 -2.663 -3.494 -1.0351 0.1679 -0.2177 0.12
H 4.052 -4.358 -2.772 0.0813 0.4607 -0.3159 0.22
H 2.445 -4.572 -2.377 -0.3248 0.3273 -0.0574 0.07
H 0.941 -3.164 -2.822 -0.0101 0.1588 0.0577 -0.22
H 0.947 -2.078 -4.107 0.6548 0.4797 -0.0236 0.08
C -4.471 2.989 0.223 1.0062 1.3394 -0.3896 0.19
O -5.314 2.177 0.602 0.3279 -0.3353 -0.1729 -0.78
N -3.880 3.908 1.030 -0.5336 -0.0162 1.0531 -0.24
N -3.993 3.076 -1.044 -1.5501 -1.3558 0.2513 -0.32
H -3.418 4.694 0.598 0.3450 -0.0581 0.0724 0.24
H -4.242 3.997 1.965 -0.1959 0.1149 -0.1484 0.23
H -3.273 3.740 -1.290 -0.3661 -0.0927 -0.1164 0.38
H -4.262 2.277 -1.596 0.2612 0.3923 -0.5651 0.29
C -6.477 0.002 3.047 -0.9544 -1.5850 1.8604 0.49
O -7.050 -0.778 3.822 0.1912 0.7648 -0.6610 -0.73
N -7.067 0.964 2.335 -0.2616 0.5103 -0.6732 -0.29
N -5.135 -0.033 2.903 1.4321 -0.1979 -0.4400 -0.07
H -6.513 1.348 1.572 -0.7109 0.4923 0.2452 0.50
H -8.044 1.139 2.475 0.0473 -0.1214 -0.2159 0.18
H -4.691 0.528 2.192 0.0877 0.0529 0.1178 0.04
H -4.625 -0.812 3.291 -0.0997 0.0104 0.0273 0.12
C -1.331 3.864 -0.868 2.0177 1.6459 1.2334 0.06
O -1.987 4.912 -0.685 0.1160 -0.4610 -0.1542 -0.93
N -0.542 3.309 0.089 -0.6138 0.0681 -0.0523 1.00
N -1.234 3.278 -2.056 -0.2035 -0.8316 -1.0079 0.24
H -0.440 3.823 0.944 -0.0305 -0.0886 -0.0397 0.05
H -0.003 2.459 -0.085 0.0888 0.2052 0.2813 -1.16
H -0.569 2.525 -2.104 0.0635 0.1096 -0.4608 -0.32
H -1.345 3.853 -2.874 0.0150 -0.0219 0.0354 0.25
C -1.418 1.366 4.155 0.3588 -0.5424 -0.0930 0.62
O -0.777 0.437 4.635 0.6478 0.7348 -0.6260 -0.79
N -2.708 1.553 4.468 -0.9615 0.0964 0.5973 -0.34
N -0.948 2.241 3.233 0.3998 1.1998 -0.6679 -0.03
H -3.123 0.873 5.087 -0.0532 0.0818 -0.0647 0.30
H -3.304 2.198 3.983 -0.0269 -0.1326 -0.0297 0.11
H -1.434 3.105 3.062 -0.3153 -0.2027 0.0421 0.20
H -0.013 2.266 2.861 0.1560 -0.6472 0.4010 -0.34
C 3.275 0.306 3.823 0.3889 -0.4015 2.0053 0.34
O 3.535 0.512 5.017 -0.3299 0.0257 -0.9328 -0.79
N 2.090 0.552 3.222 -2.2078 1.1916 -0.7424 0.41
N 4.098 -0.357 2.978 0.0490 0.0646 -0.9594 -0.21
H 1.955 0.776 2.228 1.0096 -0.6021 -0.1684 -0.62
H 1.269 0.895 3.694 0.6311 -0.3217 1.1800 -0.02
H 3.784 -0.240 2.027 0.6592 -0.4767 -0.1958 -0.04
H 5.059 -0.571 3.169 -0.0610 0.3676 0.1579 0.26
C -1.874 -4.813 0.818 0.3656 -2.4844 -0.4645 0.37
O -2.232 -5.716 1.566 0.0084 0.9047 0.6158 -0.70
N -0.574 -4.572 0.508 0.7874 0.1978 0.1003 -0.05
N -2.754 -4.131 0.053 -0.5692 0.9682 -0.0111 0.01
H 0.115 -5.178 0.928 -0.1566 -0.0236 0.0359 0.19
H -0.354 -4.201 -0.404 0.0310 0.3288 0.1414 0.02
H -3.717 -4.289 0.291 -0.0168 -0.0346 -0.4994 0.20
H -2.420 -3.739 -0.815 -0.4833 0.3523 0.4425 -0.03
C 5.900 1.216 -0.225 1.3711 0.1874 0.3899 0.53
O 6.735 0.579 -0.868 -0.6573 0.5474 0.1985 -0.75
N 4.799 1.843 -0.699 0.0665 -0.2294 -0.5670 0.26
N 6.038 1.481 1.116 0.3451 -0.7302 0.4535 -0.19
H 4.746 2.054 -1.682 -0.2841 -0.2650 0.1770 -0.02
H 4.155 2.143 0.012 -0.4377 0.1698 -0.5242 -0.60
H 5.298 1.893 1.659 0.2259 0.3076 -0.1070 0.04
H 6.904 1.278 1.582 -0.0996 -0.3218 -0.1684 0.22
C 4.031 1.825 -3.935 -0.1880 -1.2881 -1.3510 0.24
O 4.812 2.665 -4.356 0.2262 0.0363 0.6607 -0.73
N 4.252 0.455 -3.830 0.1719 0.4897 -0.1288 -0.08
N 2.724 2.074 -3.695 -1.0048 1.8262 0.2149 0.17
H 3.443 -0.009 -4.220 0.1700 -0.6279 0.2889 0.16
H 5.108 0.111 -4.236 0.0840 0.1339 0.1433 0.22
H 2.101 1.532 -3.125 0.3687 -0.5912 -0.1485 -0.22
H 2.411 3.031 -3.803 0.2333 -0.0705 0.1635 0.18
C -2.317 -2.746 4.859 1.0101 -0.9447 1.2362 0.47
O -2.624 -3.850 5.287 -0.6936 0.1119 -0.5236 -0.71
N -2.419 -2.343 3.569 -0.4540 0.2634 0.0693 0.01
N -1.736 -1.830 5.684 0.0598 0.5139 0.4903 -0.30
H -2.871 -2.971 2.928 0.3015 0.1994 -0.2910 0.03
H -2.040 -1.430 3.386 -0.1086 -0.1642 -0.7104 -0.04
H -1.590 -2.180 6.615 0.1213 -0.0471 -0.0871 0.19
H -1.138 -1.068 5.353 -0.5166 -0.4410 0.1689 0.34
C 3.563 4.304 2.474 0.2843 -2.2330 -0.8763 0.39
O 4.608 3.735 2.132 -1.0289 1.1602 0.1163 -0.64
N 2.340 3.776 2.263 0.8688 0.3397 0.4803 0.06
N 3.493 5.549 3.046 0.6833 0.8977 -0.3062 -0.64
H 2.320 2.933 1.708 -0.7863 -0.4415 -0.0847 -0.41
H 1.610 4.372 2.606 -0.6076 -0.4986 -0.5871 0.25
H 4.390 5.973 2.844 -0.0345 0.3505 1.0839 0.30
H 3.135 5.530 3.989 0.3497 0.4027 0.0985 0.24
C 2.299 5.191 -1.909 -0.0716 -2.3172 -0.4898 0.59
O 1.625 4.541 -2.715 -0.0708 0.7547 0.0581 -0.75
N 3.009 4.569 -0.932 -0.5899 0.8528 -0.2054 0.01
N 2.433 6.518 -1.950 -0.1671 1.5292 -0.0383 -0.41
H 3.477 5.183 -0.292 0.5734 -0.7806 0.2592 0.18
H 3.169 3.583 -1.048 0.0501 0.0544 0.4315 -0.12
H 2.944 7.009 -1.241 0.0536 0.1058 -0.1896 0.13
H 2.044 7.023 -2.726 -0.1054 -0.0470 0.1424 0.25
C -4.884 -1.133 -1.559 0.7686 -0.6968 0.6637 0.61
O -4.123 -0.872 -2.501 -0.5325 0.7487 0.0035 -0.80
N -5.716 -2.197 -1.588 -0.4871 -0.8919 -0.5638 -0.42
N -4.891 -0.504 -0.371 -0.0603 0.2093 -0.7732 0.33
H -5.567 -2.897 -2.293 0.0171 0.0745 -0.0042 0.24
H -6.283 -2.460 -0.802 0.0034 0.1598 0.0104 0.18
H -4.520 0.428 -0.343 -0.0460 -0.0539 0.6123 -0.66
H -5.192 -1.005 0.445 -0.1211 0.4606 0.2298 0.09
C 3.949 -6.139 0.630 0.4897 -0.7390 2.1857 0.60
O 3.084 -6.553 1.388 -0.6854 0.4250 -1.0867 -0.61
N 4.312 -4.821 0.533 -0.6571 0.8786 -0.6910 -0.44
N 4.839 -6.987 0.062 0.7302 -0.5877 -1.0654 -0.40
H 4.945 -4.586 -0.218 -0.0063 -0.0110 -0.0317 0.26
H 3.494 -4.225 0.482 0.1699 0.2551 0.5106 0.19
H 5.724 -6.652 -0.275 -0.1218 -0.0839 -0.2151 0.19
H 4.591 -7.945 -0.104 0.0257 0.0138 0.3590 0.21
C -0.760 0.013 -4.130 -0.6710 0.2386 -0.0406 0.48
O 0.435 -0.094 -4.388 -0.7573 0.0065 0.3485 -0.68
N -1.342 0.299 -2.942 1.3522 0.5976 1.0921 0.72
N -1.773 -0.124 -5.044 -0.0425 -0.7244 -1.6243 -0.42
H -2.315 0.114 -2.771 -0.1502 -0.1611 -0.0738 -0.07
H -0.744 0.520 -2.146 -0.0802 -0.4583 -0.2297 -1.12
H -2.630 0.384 -4.942 -0.0555 -0.0517 0.1924 0.16
H -1.569 -0.472 -5.966 0.2112 0.2478 0.1002 0.25
```
Forces are in eV/Å.

## Properties
Net charge: -1
HOMO (eV): -6.6
LUMO energy (eV): 1.42
Electronic energy (Eh): -4210.90970
Energy above the lowest of the compared OMol25 structures with the same formula, charge and spin (kJ/mol): 99.7
Kohn-Sham gap (eV): 8.046


ORCA calculation (wB97M-V/def2-TZVPD) on 15 unconnected molecules or ions with the total composition C20H70O25 in a non-equilibrium geometry.

The geometry in XYZ format:
```
115
Properties=species:S:1:pos:R:3:forces:R:3:mulliken_charge:R:1
C -9.187 -23.884 -12.350 0.5490 -1.2979 -0.1395 -0.75
C -8.761 -22.726 -11.465 -1.2581 0.0112 -2.2361 -0.34
O -9.668 -21.594 -11.730 1.4667 -0.6209 0.0272 -0.19
O -10.541 -24.305 -12.113 1.1639 0.0332 0.3576 -0.60
H -8.513 -24.743 -12.080 -0.5630 0.5957 -0.1848 0.41
H -8.982 -23.699 -13.417 -0.3923 0.1459 0.2493 0.31
H -7.717 -22.504 -11.741 -0.4181 0.3515 0.6322 0.37
H -8.937 -23.114 -10.496 0.4261 0.3371 1.3767 0.17
H -10.247 -21.561 -10.964 -0.2665 -0.1468 0.2483 -0.17
H -11.073 -23.941 -12.826 -0.4352 0.3200 -0.2239 0.40
C -6.195 -14.715 -7.291 -1.4422 -0.0786 0.3804 -0.48
C -7.038 -13.634 -6.611 -0.0645 -0.6887 -1.2903 -0.54
O -8.406 -14.058 -6.557 1.0439 2.1755 2.9499 -0.54
O -6.982 -15.263 -8.336 -0.4683 0.3260 -0.8606 -0.12
H -6.083 -15.449 -6.533 0.6273 -1.0761 0.5865 0.33
H -5.259 -14.359 -7.662 0.7017 0.3430 -0.1438 0.40
H -7.009 -12.780 -7.231 0.0379 1.3114 -0.7633 0.30
H -6.516 -13.352 -5.694 -0.7899 -0.2967 0.5071 0.37
H -8.506 -14.729 -7.182 -0.2461 -1.8405 -1.7554 0.20
H -6.870 -16.209 -8.459 0.5673 -0.4259 0.2426 0.32
C -10.884 -19.959 -5.322 -0.3926 1.7494 0.0735 0.46
C -9.531 -20.520 -5.203 2.7564 -1.6724 -1.1344 0.06
O -9.326 -21.359 -4.056 -1.5772 -0.7456 -0.2665 -0.58
O -11.850 -20.960 -5.498 0.0125 -0.2411 0.8461 -0.62
H -10.867 -19.160 -6.138 -0.1879 -1.0363 0.8411 -0.33
H -11.110 -19.475 -4.357 -0.0162 0.1744 -0.2985 0.23
H -8.726 -19.754 -5.129 -0.7521 -0.1582 0.0013 0.28
H -9.269 -21.134 -6.151 -0.6787 1.0825 1.5830 -0.17
H -10.068 -22.029 -4.057 1.1568 1.0710 -0.0214 0.35
H -12.189 -20.905 -6.377 -0.2250 -0.0407 -1.3083 0.38
C -5.406 -19.076 -8.652 0.1445 -1.1649 -1.9927 -0.63
C -4.121 -19.110 -9.582 -1.2142 -1.5855 0.7118 -0.47
O -4.305 -19.811 -10.847 0.5068 0.1743 1.1105 -0.58
O -6.351 -18.069 -8.943 0.4235 0.6533 0.1013 -0.48
H -5.139 -19.029 -7.643 0.6498 0.4795 1.5942 0.52
H -5.954 -20.031 -8.754 0.5401 -0.0703 -0.1647 0.19
H -3.387 -19.702 -8.956 -0.5362 0.5342 -1.0925 0.33
H -3.725 -18.118 -9.750 0.0469 0.4068 -0.0009 0.26
H -5.127 -19.602 -11.312 -0.0472 0.4685 0.4765 0.38
H -6.455 -18.182 -9.906 -0.7769 0.2445 -0.3582 0.39
C -11.759 -15.369 -8.079 -1.2862 0.3136 0.6586 -0.24
C -10.957 -14.603 -9.125 -0.2173 -0.0049 0.8239 0.79
O -11.671 -14.031 -10.171 0.7026 2.1640 0.6383 -0.65
O -10.839 -16.025 -7.227 0.4292 -0.2680 0.0488 -0.43
H -12.520 -16.052 -8.446 0.3429 -0.4522 -0.6994 -0.06
H -12.405 -14.683 -7.507 0.4789 0.3415 -0.0046 0.49
H -10.216 -15.256 -9.548 0.7766 -0.4216 0.1516 -0.80
H -10.513 -13.794 -8.553 0.5630 0.0784 -0.2154 0.43
H -12.208 -14.686 -10.538 -1.4607 -1.8112 -1.0210 0.41
H -11.234 -16.217 -6.369 0.0026 0.1943 -0.1753 0.24
C -10.952 -17.624 -14.922 -0.2573 -0.5402 -0.1258 -0.46
C -11.050 -16.330 -14.077 -1.1967 -1.2544 -1.3030 0.84
O -12.306 -15.751 -14.507 -0.4938 0.7996 1.7332 -0.67
O -12.189 -18.348 -14.755 0.8988 -0.7176 0.3418 -0.51
H -10.218 -18.354 -14.536 0.0744 0.8182 -0.3178 0.05
H -10.829 -17.438 -16.029 0.1722 0.0735 1.1638 0.36
H -10.236 -15.652 -14.251 0.4081 0.3021 0.0101 0.31
H -11.150 -16.627 -13.046 0.3243 0.0309 0.5004 -0.64
H -12.791 -15.446 -13.686 0.8558 -0.4254 -1.5119 0.37
H -12.872 -17.722 -14.929 -0.9330 0.9556 -0.5006 0.32
C -8.054 -14.810 -12.102 -0.6402 1.6805 -0.9515 0.56
C -7.442 -13.436 -11.640 0.1110 -1.4438 1.1665 -0.41
O -6.392 -13.726 -10.695 -0.6797 -0.7294 -0.1011 -0.55
O -7.159 -15.826 -12.511 0.3419 -0.3922 0.5917 -0.45
H -8.710 -14.624 -12.990 0.0110 0.0611 0.9678 -0.06
H -8.648 -15.166 -11.241 0.2607 -0.2382 -0.5536 -0.36
H -8.219 -12.895 -11.050 0.1422 -0.1013 -1.0070 0.24
H -7.041 -12.836 -12.471 -0.0915 -0.1885 0.3810 0.39
H -6.764 -14.442 -10.102 0.7613 1.1344 -0.3788 0.33
H -6.424 -15.507 -13.042 -0.0629 0.4705 0.0102 0.23
C -10.484 -18.691 -10.981 0.9977 1.5737 -1.4284 4.10
C -9.753 -18.038 -9.842 -0.5580 -1.2591 2.2447 1.16
O -8.907 -19.081 -9.227 -1.6644 0.4321 -1.0268 0.03
O -9.566 -18.875 -12.092 -0.6891 0.5986 0.3879 -0.91
H -11.239 -17.975 -11.349 0.0578 -0.3541 0.2050 -1.00
H -10.988 -19.628 -10.721 0.3047 0.4124 0.2518 -2.27
H -10.553 -17.777 -9.114 0.5354 0.0387 -0.0937 -0.65
H -9.153 -17.112 -9.967 -0.3555 -0.6989 -0.7184 -0.53
H -8.208 -18.635 -8.772 1.1423 0.4191 0.5182 0.00
H -9.251 -19.767 -11.986 0.1572 -1.2080 -0.1987 0.46
C -13.012 -19.002 -8.126 -1.5478 -2.2581 0.7137 0.87
C -14.547 -19.258 -8.049 -0.1675 0.7504 -0.9167 -0.60
O -14.861 -20.075 -9.212 -0.3404 0.1747 0.9901 -0.59
O -12.433 -20.313 -8.352 0.9831 0.7225 0.5155 -0.44
H -12.568 -18.578 -7.231 -0.1291 -0.0488 0.2977 0.28
H -12.822 -18.299 -8.914 0.2485 0.0758 -0.8768 -0.85
H -15.080 -18.286 -8.177 0.2353 -0.5795 0.4937 0.35
H -14.937 -19.801 -7.144 0.7085 0.5085 -0.9107 0.26
H -14.685 -19.551 -10.001 0.0462 -0.0394 -0.0432 0.25
H -13.098 -20.992 -8.559 -0.1515 0.7475 -0.2637 0.35
C -13.544 -21.749 -12.169 0.9263 0.1431 -1.0251 -0.52
C -13.049 -21.947 -13.603 0.0692 1.8703 0.3649 -0.72
O -11.775 -22.500 -13.751 0.5875 -0.4872 0.2960 -0.66
O -12.788 -20.778 -11.428 0.1874 -1.3132 -0.0283 0.82
H -13.507 -22.730 -11.701 -0.1598 0.0416 0.4684 0.42
H -14.543 -21.380 -12.263 -0.8467 0.0555 0.1941 0.44
H -13.047 -21.000 -14.163 -0.2846 0.0635 0.2894 0.16
H -13.769 -22.566 -14.058 -0.7262 -1.0710 -0.7680 0.55
H -11.161 -21.918 -13.280 0.2083 0.0224 0.0189 0.24
H -12.292 -21.330 -10.790 -0.0319 0.4197 0.2520 -0.57
O -11.484 -22.611 -9.749 -0.9536 0.0872 -0.7517 -0.63
H -10.870 -22.425 -9.043 0.7723 0.2064 0.8460 0.24
H -11.227 -23.437 -10.173 0.0931 -0.2357 -0.2196 0.23
O -13.705 -18.451 -12.280 1.0540 -0.0141 -0.4190 -0.84
H -13.154 -18.400 -13.111 -0.6051 0.0851 0.7450 0.53
H -13.230 -19.190 -11.828 -0.4535 0.2069 -0.1257 0.02
O -13.497 -16.040 -10.609 1.3322 -1.0489 0.0910 -0.51
H -14.260 -15.508 -10.712 -1.3649 0.5371 -0.2731 0.18
H -13.621 -16.898 -11.063 -0.2202 0.2209 -0.3338 0.31
O -6.877 -18.382 -11.521 0.7922 -0.6659 0.3166 -0.59
H -6.639 -17.476 -11.719 -0.1556 0.7023 -0.5445 0.36
H -7.807 -18.470 -11.769 -0.4908 0.0823 -0.0738 0.37
O -9.354 -21.654 -8.287 -0.7271 -0.4266 -0.7487 -0.72
H -9.289 -20.719 -8.569 0.4339 -0.0127 0.3229 0.48
H -8.685 -21.909 -7.657 0.3391 0.2914 -0.0176 0.24
```
Forces are in eV/Å.

## Properties
Net charge: 0
HOMO (eV): -9.9
LUMO energy (eV): 0.23
Electronic energy (Eh): -2684.86755
Energy above the lowest of the compared OMol25 structures with the same formula, charge and spin (kJ/mol): 39.5
Kohn-Sham gap (eV): 10.155


Question: Which of these has the lowest LUMO energy?
Answer: C20H70O25


Question: Which of these has the highest HOMO?
Answer: C20H70F3N32O18


Question: net charge of number 1 (C20H70F3N32O18)?
Answer: -1


Question: Which of these has the highest HOMO?
Answer: C20H70F3N32O18